DFT (ωB97M-V/def2-TZVPD) results for a 2-piece molecular cluster, FH2N overall at a distorted geometry.

The value obtained for the energy relative to the best compared isomer or geometry (same formula, charge and spin) is 100.27 kcal/mol. The molar mass comes out at 35.0 g mol⁻¹. The calculation puts the orbital gap (spin up / spin down) at 0.24260 / 0.24331 hartree. The strongest force on any atom comes out at 3.5 eV/Å.

Structure (XYZ):
```
4
Properties=species:S:1:pos:R:3:forces:R:3:lowdin_charge:R:1
N 0.73122 -0.05862 0.01080 -1.93 -1.71 -2.37 0.3080
F -1.87456 -0.51361 -0.06846 2.29 0.42 0.09 -0.4029
H 0.76944 0.24105 0.96724 -0.57 1.09 0.31 0.0257
H 0.37390 0.33118 -0.90959 0.22 0.20 1.97 0.0692
```
Positions in Å, forces in eV/Å.



DFT (ωB97M-V/def2-TZVPD) results for one molecule with the formula FH2N at a distorted geometry.

The value obtained for the energy relative to the best compared isomer or geometry (same formula, charge and spin) is 2.48 kcal/mol. The molar mass comes out at 35.0 g mol⁻¹. The calculation puts the orbital gap at 0.42190 hartree. The strongest force on any atom comes out at 2.6 eV/Å. As for the SMILES: NF.

Structure (XYZ):
```
4
Properties=species:S:1:pos:R:3:forces:R:3:lowdin_charge:R:1
N 0.37172 -0.29618 0.25609 -1.07 -0.80 0.65 0.0126
F 1.75283 -0.00112 -0.08356 -2.51 0.49 0.03 -0.1609
H -0.20010 0.47055 0.67931 2.04 0.25 -0.26 0.0799
H -0.22014 -0.50333 -0.56357 1.54 0.05 -0.43 0.0685
```
Positions in Å, forces in eV/Å.



DFT (ωB97M-V/def2-TZVPD) results for a 2-piece molecular cluster, FH2NO overall at a distorted geometry.

The value obtained for the energy relative to the best compared isomer or geometry (same formula, charge and spin) is 91.86 kcal/mol. The molar mass comes out at 51.0 g mol⁻¹. The calculation puts the orbital gap (spin up / spin down) at 0.35928 / 0.35326 hartree. The strongest force on any atom comes out at 4.2 eV/Å.

Structure (XYZ):
```
5
Properties=species:S:1:pos:R:3:forces:R:3:lowdin_charge:R:1
N -0.84004 -0.15638 -0.01427 1.92 1.52 -2.33 0.1207
O 0.93138 0.06824 -0.69284 -4.11 0.84 0.17 -0.1074
F 1.79718 -0.61819 0.07165 0.65 -0.90 1.11 -0.1155
H -1.19833 0.81384 -0.35658 1.09 -1.90 0.95 0.0805
H -0.69020 -0.10752 0.99204 0.44 0.44 0.09 0.0217
```
Positions in Å, forces in eV/Å.



DFT (ωB97M-V/def2-TZVPD) results for a 2-piece molecular cluster, FH2NO overall at a distorted geometry.

The value obtained for the energy relative to the best compared isomer or geometry (same formula, charge and spin) is 160.96 kcal/mol. The molar mass comes out at 51.0 g mol⁻¹. The calculation puts the orbital gap (spin up / spin down) at 0.22538 / 0.19778 hartree. The strongest force on any atom comes out at 3.2 eV/Å.

Structure (XYZ):
```
5
Properties=species:S:1:pos:R:3:forces:R:3:lowdin_charge:R:1
N -1.33575 -0.07318 0.28598 1.87 -2.55 -0.57 0.2051
O 1.19100 0.15824 -0.57805 -2.76 0.74 -0.42 -0.0837
F 2.09791 -0.43087 0.17326 1.51 -1.02 1.12 -0.1203
H -0.77198 -0.50477 -0.51769 -0.91 1.69 0.63 0.0157
H -1.18119 0.85058 0.63650 0.29 1.14 -0.77 -0.0168
```
Positions in Å, forces in eV/Å.